Density functional theory data (wB97M-V/def2-TZVPD) for C28H56F4N3O3Si2TeV as an isolated structure.

Results
HOMO level (alpha / beta) = -10.4 / -10.5 eV
HOMO-LUMO gap (alpha / beta) = 8.0 / 8.6 eV
net charge = +1
multiplicity = 2

Geometry as XYZ:
```
98
Properties=species:S:1:pos:R:3:forces:R:3
V 0.84647 0.92483 0.65574 0.1 -0.5 0.1
C 1.80011 -0.64057 -3.70425 0.1 0.1 0.0
O 1.30109 -1.35438 -2.58615 -0.1 -0.1 -0.1
C 2.26066 -2.15681 -1.92749 0.1 0.0 0.0
C 2.74747 -1.45168 -0.68279 0.0 -0.1 0.0
O 1.68602 -1.20608 0.25782 -0.1 0.2 0.1
C 1.31689 -2.41274 0.95213 0.0 0.0 0.0
C 0.71960 -2.10086 2.29770 0.0 0.0 0.1
O -0.57796 -1.55369 2.23109 0.0 0.0 0.0
C -1.58280 -2.53999 2.09970 0.0 0.0 0.0
H 2.61871 0.02909 -3.41929 0.0 0.0 0.0
H 2.15548 -1.32420 -4.48028 0.0 0.0 0.0
H 0.97396 -0.05076 -4.09815 0.0 0.0 0.0
H 1.79722 -3.12091 -1.70054 0.0 0.0 0.0
H 3.12551 -2.35664 -2.56872 0.0 0.0 0.0
H 3.52764 -2.03924 -0.18951 0.0 0.0 0.0
H 3.15459 -0.48248 -0.94881 0.0 0.0 0.0
H 0.63333 -2.99787 0.33172 0.0 0.0 0.0
H 2.22309 -3.00413 1.11101 0.0 0.0 0.0
H 0.71650 -3.02104 2.89560 0.0 0.0 0.0
H 1.35523 -1.37426 2.79799 0.0 0.0 0.0
H -1.52559 -3.26396 2.91897 0.0 0.0 0.0
H -2.54000 -2.02936 2.14540 -0.1 0.0 0.0
H -1.51331 -3.07699 1.14892 0.0 0.0 0.0
C -1.26920 3.09948 -0.05999 0.0 0.0 0.0
N 0.17924 2.86272 0.02076 0.0 0.1 -0.1
C 0.76715 3.96722 0.80643 0.0 0.0 0.0
C 0.79072 2.86194 -1.32129 0.1 0.0 -0.1
C 2.28081 2.57033 -1.20223 0.0 0.0 0.0
N 2.52505 1.60549 -0.11886 0.1 0.1 -0.3
C 3.85200 1.43942 0.25149 0.0 0.0 0.0
C 4.19526 0.72548 1.41313 0.0 0.0 0.0
F 3.22566 0.16815 2.16817 0.0 0.0 0.0
C 5.49463 0.53878 1.83533 0.0 0.0 0.0
F 5.69188 -0.14857 2.96678 0.0 0.0 0.0
C 6.57027 1.03387 1.12950 0.0 0.0 0.0
C 6.27144 1.70353 -0.03530 0.0 0.0 0.0
F 7.25680 2.18585 -0.79676 0.0 0.0 0.0
C 4.97105 1.88855 -0.47598 0.0 0.0 0.0
F 4.83795 2.49216 -1.67563 0.0 0.0 0.0
H -1.46968 4.06569 -0.53386 0.0 0.0 0.0
H -1.68603 3.09423 0.94527 0.0 0.0 0.0
H -1.75252 2.32080 -0.64008 0.0 0.0 -0.1
H 0.64863 4.90770 0.25833 0.0 0.0 0.0
H 1.81933 3.77775 0.99318 0.0 0.0 0.0
H 0.24608 4.04049 1.75527 0.0 0.0 0.0
H 0.64115 3.83091 -1.81080 0.0 0.0 0.0
H 0.28410 2.10709 -1.92684 0.0 0.0 0.0
H 2.82242 3.50453 -1.03465 0.0 0.0 0.0
H 2.61291 2.18434 -2.16771 0.0 0.1 0.0
H 7.58725 0.89430 1.46261 0.0 0.0 0.0
C -2.62686 -1.49933 -4.57181 0.0 0.0 0.0
Si -1.99665 -2.89665 -3.50197 0.0 0.0 0.0
C -0.45296 -3.64756 -4.23778 0.0 0.0 -0.1
C -3.32060 -4.20122 -3.31353 0.0 0.0 0.0
C -1.58949 -2.31774 -1.73204 0.0 0.0 0.2
Te -1.21897 -0.24152 -1.44563 0.0 0.1 -0.1
C -3.29675 0.29198 -1.34591 0.0 0.0 0.0
Si -4.32079 0.13384 0.23867 0.0 0.0 0.0
C -3.35296 0.66604 1.75282 0.0 0.0 0.0
C -4.91120 -1.63884 0.38835 0.0 0.0 0.0
C -5.79718 1.25807 0.02149 0.0 0.0 0.0
H -2.65127 -1.82687 -5.61329 0.0 0.0 0.0
H -1.99357 -0.61199 -4.51716 0.0 0.0 0.0
H -3.64358 -1.20712 -4.30166 0.0 0.0 0.0
H -0.61529 -3.90725 -5.28577 0.0 0.0 0.0
H -0.17831 -4.56466 -3.71158 0.0 0.0 0.0
H 0.39133 -2.95907 -4.18824 0.0 0.0 0.0
H -3.59432 -4.61669 -4.28572 0.0 0.0 0.0
H -4.22665 -3.79011 -2.86301 0.0 0.0 0.0
H -2.98001 -5.02811 -2.68687 0.0 0.0 0.0
H -0.71175 -2.84938 -1.36137 0.0 0.0 0.0
H -2.40883 -2.55302 -1.05424 0.0 0.0 0.0
H -3.74920 -0.33598 -2.11803 0.0 0.0 0.0
H -3.34417 1.30751 -1.74374 0.0 0.0 0.0
H -2.28712 0.43274 1.68332 0.0 0.0 0.0
H -3.73912 0.16231 2.64262 0.0 0.0 0.0
H -3.46228 1.73935 1.92184 0.0 0.0 0.0
H -4.10545 -2.36827 0.30516 0.0 0.0 0.0
H -5.64086 -1.86352 -0.39262 0.0 0.0 0.0
H -5.40156 -1.80178 1.35043 0.0 0.0 0.0
H -5.48810 2.30332 -0.04983 0.0 0.0 0.0
H -6.48226 1.17409 0.86767 0.0 0.0 0.0
H -6.35756 1.01238 -0.88252 0.0 0.0 0.0
C -0.70200 2.33875 3.87328 0.0 0.0 0.0
C 0.65491 1.68022 3.62154 0.1 -0.1 -0.1
C 1.80313 2.65433 3.89150 0.0 0.0 0.0
C 0.80435 0.47124 4.54701 0.0 0.0 0.0
N 0.70229 1.23130 2.23091 -0.4 0.1 0.2
H -0.81447 2.54720 4.93801 0.0 0.0 0.0
H -1.50966 1.67660 3.56598 0.0 0.0 0.0
H -0.79930 3.28576 3.34066 0.0 0.0 0.0
H 1.75734 2.98541 4.93000 0.0 0.0 0.0
H 1.74666 3.53597 3.25742 0.0 0.0 0.0
H 2.76494 2.16855 3.73095 0.0 0.0 0.0
H 0.75478 0.81031 5.58249 0.0 0.0 0.0
H 1.77156 -0.00914 4.40152 0.0 0.0 0.0
H 0.00560 -0.24893 4.37662 0.0 0.0 0.0
```
Forces are in eV/Å.

Density functional theory data (wB97M-V/def2-TZVPD) for a 3-piece molecular cluster, C28H56F5N4O4S overall.

Results
HOMO level = -12.0 eV
HOMO-LUMO gap = 8.0 eV
net charge = +1
multiplicity = 1

Geometry as XYZ:
```
98
Properties=species:S:1:pos:R:3:forces:R:3
C 0.06483 2.75331 1.58992 0.1 0.2 -0.6
C -1.25475 3.48787 0.99367 1.5 -1.0 0.3
C -1.43857 3.06073 -0.56611 -0.2 0.7 1.3
C -0.71640 4.19544 -1.41948 -1.3 1.0 1.7
O -0.46274 3.83765 -2.81574 0.3 -1.0 0.5
N 0.72175 4.35457 -3.24267 1.2 2.2 -0.6
C 0.77034 5.86530 -3.34835 -0.3 0.7 -0.1
C 1.22425 6.38722 -4.79228 0.8 0.4 0.8
O 0.92785 5.47989 -5.87390 1.2 1.0 0.2
C 1.79592 5.92040 -6.97880 1.1 0.4 -0.2
C 3.23351 5.22766 -6.97558 0.3 0.2 -0.4
C 1.80540 3.63920 -3.50961 4.0 -4.2 -0.8
N 3.13654 4.06241 -3.93385 0.9 -1.4 -0.3
C 4.02774 2.98327 -4.16576 -7.3 1.9 2.3
N 3.17211 1.84955 -3.82782 4.7 0.7 -1.7
S 3.96630 0.32821 -3.95207 1.2 -5.3 -5.3
O 5.13318 0.36799 -4.91458 -2.9 1.9 3.6
O 3.09538 -0.80439 -4.37714 0.9 3.5 2.3
C 4.62837 -0.06993 -2.22318 -2.0 -0.9 1.7
F 4.32965 -1.41943 -2.00993 1.2 3.1 -0.5
F 3.79506 0.67152 -1.33555 2.1 -1.3 -1.6
C 6.16763 0.29750 -2.03123 2.1 -0.5 1.5
F 6.54234 0.00105 -0.70123 -1.2 0.9 -3.1
F 6.30632 1.67948 -2.22934 -0.2 -3.1 0.1
F 7.03043 -0.46087 -2.83319 -2.5 2.3 1.6
N 1.92929 2.21069 -3.44227 -1.7 1.7 1.2
C 0.96925 1.14176 -3.06276 -2.1 -1.3 -0.2
C 0.09967 0.62856 -4.34180 -0.4 -0.3 -0.4
C -0.17490 -0.96986 -4.24991 0.0 0.2 0.0
C 0.71265 1.06703 -5.74823 -0.3 0.2 -0.6
H 1.01095 3.17804 1.09101 -1.3 -0.6 0.7
H 0.18637 2.90805 2.70823 -0.3 -0.2 -1.4
H 0.04109 1.62925 1.37199 -0.1 1.6 0.4
H -1.04381 4.60644 1.09615 -0.8 -1.4 -0.1
H -2.11774 3.12772 1.64608 0.9 0.8 -1.1
H -0.97572 2.02654 -0.65205 -0.7 1.3 -0.2
H -2.57364 3.02779 -0.73355 1.8 -0.1 -0.3
H -1.43851 5.09358 -1.44497 1.1 -1.3 0.0
H 0.21490 4.58075 -0.86780 -1.0 -0.9 -1.1
H -0.26033 6.33038 -3.14274 1.4 -1.4 -0.2
H 1.44841 6.21089 -2.49405 -0.7 -0.2 -1.5
H 2.35696 6.58800 -4.72524 -1.7 -0.3 -0.2
H 0.69132 7.37435 -4.98500 0.7 -1.1 0.4
H 1.96262 7.04981 -6.83477 -0.3 -1.6 -0.6
H 1.32419 5.75668 -7.99763 0.1 0.0 1.6
H 3.93653 5.65313 -6.17789 -1.1 -0.6 -1.1
H 3.20852 4.09864 -6.85128 -0.3 1.4 -0.2
H 3.70614 5.42805 -8.00465 -0.6 -0.2 1.5
H 5.10209 2.98734 -4.51690 -1.6 -0.2 0.5
H 1.46314 0.23258 -2.56587 -0.2 1.6 -0.9
H 0.19222 1.50627 -2.30192 1.6 -0.1 -1.1
H -0.94500 1.10624 -4.28214 1.7 -0.4 0.1
H 0.25649 -1.39932 -3.27310 -0.8 0.6 -1.4
H 0.31224 -1.53950 -5.10444 -0.5 0.9 1.1
H -1.30476 -1.16906 -4.31804 1.8 0.2 0.3
H 1.68103 0.54363 -6.03253 -1.2 0.4 0.6
H 0.91012 2.19666 -5.83460 -0.4 -1.5 0.3
H -0.04222 0.83323 -6.58544 1.1 0.3 1.4
C 0.94553 -1.99523 5.05740 0.1 0.1 0.1
C -0.28034 -1.41972 5.75386 -0.1 -0.1 0.0
C -1.59821 -1.87895 5.12701 -0.1 0.1 0.1
C -1.80866 -1.45293 3.67108 0.1 0.0 0.0
C -1.75156 0.05554 3.42269 -0.1 -0.1 0.0
C -2.84205 0.82365 4.15616 0.1 0.2 0.0
H 1.00629 -1.67574 4.01412 0.0 0.0 0.0
H 1.85654 -1.65873 5.55855 0.0 -0.1 -0.1
H 0.92990 -3.08807 5.08376 0.0 0.0 -0.1
H -0.22010 -0.32698 5.76270 0.0 0.0 0.0
H -0.26634 -1.73501 6.80233 0.0 0.1 -0.1
H -2.42666 -1.50994 5.74030 0.0 0.0 0.0
H -1.65273 -2.97245 5.17752 0.0 0.1 0.0
H -2.78130 -1.83163 3.33676 0.0 0.0 0.0
H -1.06274 -1.94161 3.03645 0.0 0.0 0.0
H -1.86123 0.23508 2.34705 0.0 0.0 0.0
H -0.77036 0.45337 3.70050 0.0 -0.1 0.0
H -3.83358 0.47656 3.85471 0.0 0.0 0.1
H -2.77324 1.89108 3.92577 -0.1 0.0 0.1
H -2.75385 0.71672 5.23964 0.0 0.0 -0.1
C -4.33459 -8.48852 3.25267 0.0 -0.2 0.0
C -4.55717 -7.96338 4.66461 -0.1 0.1 -0.1
C -4.40642 -6.44465 4.77161 0.0 0.0 0.1
C -3.01485 -5.90451 4.42792 0.0 -0.1 -0.1
C -1.87027 -6.47974 5.26439 0.0 0.2 0.0
C -1.99491 -6.15987 6.74737 0.1 -0.2 0.1
H -3.32154 -8.28302 2.89892 -0.1 0.0 0.0
H -4.47942 -9.57134 3.22602 0.0 0.1 -0.1
H -5.04318 -8.03596 2.55375 0.1 0.0 0.0
H -3.87455 -8.46601 5.35644 0.0 0.1 0.0
H -5.56923 -8.23488 4.98265 0.1 0.0 0.0
H -4.67991 -6.13449 5.78533 0.0 0.0 0.0
H -5.13557 -5.96808 4.10614 0.0 0.0 0.0
H -3.02804 -4.81464 4.54587 0.0 0.0 0.0
H -2.80314 -6.08897 3.37003 0.0 0.0 0.0
H -0.92681 -6.06294 4.89542 0.0 -0.1 0.0
H -1.80056 -7.56290 5.12579 0.0 0.0 0.0
H -2.01481 -5.07930 6.91304 0.0 0.0 0.0
H -1.14206 -6.56994 7.29531 -0.1 0.1 0.0
H -2.90027 -6.59182 7.18024 0.0 0.1 0.0
```
Forces are in eV/Å.